{"formula": "C20H38ClNO12P", "method": "wB97M-V/def2-TZVPD", "symbols": ["C", "C", "C", "C", "C", "N", "C", "C", "C", "C", "C", "C", "C", "C", "O", "C", "O", "C", "Cl", "C", "O", "O", "P", "O", "O", "O", "H", "H", "H", "H", "H", "H", "H", "H", "H", "H", "H", "H", "H", "H", "H", "H", "H", "H", "H", "H", "H", "H", "H", "H", "H", "H", "H", "O", "H", "H", "H", "C", "C", "C", "O", "H", "H", "H", "H", "H", "H", "H", "H", "C", "O", "O", "O"], "xyz": [[-5.62331, -1.70828, 2.26400], [-4.83736, -0.70945, 1.61844], [-3.92075, 0.28195, 0.62720], [-2.32983, 0.37891, 1.14287], [-2.49764, 0.78105, 2.75906], [-1.63947, -0.96420, 1.15841], [-2.10287, -1.93079, 0.11078], [-2.34737, -2.77415, -1.00489], [-1.47570, 1.54444, 0.29198], [-0.04021, 1.94777, 1.00719], [1.06890, 0.75407, 1.08347], [1.37751, 0.23002, 2.61600], [2.51382, -0.96761, 2.62390], [1.75318, -2.44106, 2.56733], [1.80854, -2.98073, 1.17929], [1.15128, -4.31339, 1.25338], [-1.18152, 0.90563, -0.98826], [-0.63008, 1.74697, -2.01892], [-1.95839, 2.09788, -3.32161], [0.51169, 0.88196, -2.88665], [1.52009, 0.22910, -2.04618], [1.49616, -1.04546, -2.41841], [-2.40657, 3.22575, 0.17381], [-1.45989, 4.43541, -0.32001], [-3.78193, 3.23479, -0.88432], [-3.00525, 3.79862, 1.74604], [-6.32048, -2.40946, 2.92824], [-4.01412, -0.00320, -0.50621], [-4.48224, 1.33080, 0.73682], [-1.51267, 1.17999, 3.24249], [-2.79530, -0.17082, 3.41849], [-3.42968, 1.51402, 2.89870], [-1.55518, -1.38128, 2.10804], [-2.38044, -3.59766, -1.86813], [0.47407, 2.82861, 0.38449], [-0.17693, 2.43148, 2.09046], [2.08178, 1.14992, 0.59316], [0.78853, -0.21282, 0.44377], [0.37392, -0.08538, 3.14195], [1.86715, 1.15718, 3.17990], [3.20000, -0.86883, 3.57207], [3.22433, -0.88501, 1.66974], [0.62013, -2.25887, 2.82887], [2.24970, -3.23858, 3.28726], [0.35702, -4.33366, 2.12500], [2.02185, -5.08880, 1.50679], [0.65520, -4.62126, 0.23577], [-0.08659, 2.72637, -1.70573], [1.08234, 1.67203, -3.57616], [-0.06879, 0.09444, -3.53218], [1.75652, -1.56733, -1.60342], [-4.62978, 3.45379, -0.38069], [-2.60263, 4.70064, 1.95550], [-4.30820, 6.50591, 1.06179], [-5.17767, 6.57100, 0.59079], [-3.95024, 7.40217, 1.28705], [-3.65324, 5.97460, 0.54132], [4.90354, 0.73640, -2.22200], [5.48383, -0.42375, -1.42893], [6.14536, -1.44343, -2.34216], [4.44321, -1.05730, -0.68917], [4.13431, 0.38796, -2.92020], [4.41990, 1.45616, -1.55293], [5.68225, 1.25475, -2.79014], [6.21612, -0.04631, -0.70692], [5.42016, -1.86920, -3.04466], [6.54757, -2.27867, -1.75883], [6.96131, -0.99051, -2.91395], [3.78823, -1.39549, -1.32214], [-1.42594, -5.23094, -4.37506], [-1.34518, -5.13478, -5.59000], [-2.13488, -4.52373, -3.64994], [-0.81114, -6.05033, -3.68281]], "atomic_forces_ev_per_a": [[5.238, 7.058, -4.114], [-4.838, -6.960, 3.401], [-1.164, 0.059, 0.571], [-1.625, 0.126, 2.211], [-0.576, -0.165, 0.505], [-1.770, -0.964, -2.711], [-0.543, -5.271, -7.040], [2.263, 5.701, 8.162], [0.962, -1.658, 1.217], [0.945, 0.973, 0.185], [0.568, -1.250, -0.248], [1.028, 1.023, -0.540], [-0.486, -0.419, -0.488], [0.556, 0.743, -0.348], [-1.415, -0.831, 2.192], [0.636, -0.822, 0.071], [0.016, 2.505, 0.036], [1.928, -1.139, -1.120], [1.257, 0.002, 1.358], [-0.846, 0.923, -0.559], [-1.511, 4.957, 0.079], [0.865, -5.337, -0.015], [0.742, 6.539, -1.267], [-3.035, -4.538, 1.666], [0.879, -0.209, 3.182], [0.977, -0.742, -2.292], [2.041, 2.114, -1.885], [0.204, 0.089, 2.365], [1.492, -2.205, -0.083], [-1.943, -0.436, -1.075], [0.620, 1.838, -1.849], [2.439, -1.350, -0.305], [-0.497, 0.418, -1.300], [0.049, 1.922, 1.726], [-1.521, -1.906, 1.216], [-0.023, -1.143, -2.367], [-2.171, -0.823, 1.234], [0.306, 2.339, 1.351], [2.081, 0.547, -0.921], [-1.282, -1.888, -0.927], [-1.483, -0.325, -1.746], [-1.618, -0.144, 2.004], [2.130, -0.566, -0.256], [-1.045, 1.662, -1.285], [1.451, 0.014, -1.866], [-1.983, 1.428, -0.451], [1.011, 0.923, 1.977], [-1.746, -1.577, -0.170], [-1.397, -1.692, 1.415], [1.368, 1.424, 1.349], [-0.847, 0.867, -0.927], [1.531, -0.421, -0.723], [-0.253, -1.666, -0.727], [0.184, -0.569, 0.702], [-0.816, 0.074, -0.502], [0.286, 0.755, 0.098], [0.406, -0.211, -0.485], [-0.016, 0.336, 0.017], [-0.394, -0.133, -0.592], [0.285, -0.218, 0.050], [-0.082, -0.074, 0.268], [0.133, -0.057, 0.056], [0.103, -0.102, -0.061], [-0.062, -0.033, 0.027], [-0.212, -0.138, 0.089], [0.019, 0.177, 0.020], [-0.014, 0.163, -0.040], [-0.079, -0.063, 0.013], [0.373, 0.187, 0.167], [0.245, -0.203, -0.086], [0.117, 0.177, -2.113], [-2.516, 2.718, 1.490], [2.074, -2.537, 1.012]], "charge": -1, "orbital_gap_ev": 1.1}

***

{"formula": "C5H13NO", "method": "wB97M-V/def2-TZVPD", "symbols": ["C", "C", "C", "C", "N", "C", "H", "H", "H", "H", "H", "H", "H", "H", "H", "H", "H", "H", "H", "O"], "xyz": [[-2.69815, 0.04218, 0.24238], [-1.62291, -1.09304, -0.14303], [-0.27875, -0.53393, -0.16031], [0.69632, 0.19674, -1.35619], [1.86523, 0.96668, -1.23502], [0.66147, -0.71877, 1.19182], [-2.60912, 0.07250, 1.32091], [-3.82101, 0.09484, 0.13772], [-2.50897, 0.97617, -0.13348], [-2.01115, -1.64591, -1.12456], [-1.94168, -1.97408, 0.51957], [0.46383, 0.02814, -2.51766], [-0.32886, 0.61931, -1.07499], [1.52004, 1.88225, -1.47578], [1.72743, -0.33301, 0.94537], [0.23687, -0.10827, 2.00448], [0.74142, -1.76194, 1.42551], [2.84472, 1.07524, -0.28467], [4.00733, 1.09068, 0.87677], [3.05594, 1.12425, 0.84117]], "atomic_forces_ev_per_a": [[-0.722, -1.663, 1.707], [-5.081, -2.066, -2.665], [6.433, -0.208, -0.308], [0.443, -1.835, -1.102], [-2.975, -1.855, -0.459], [-0.058, 2.938, -2.461], [0.171, 0.568, 0.368], [0.977, -1.743, -0.627], [1.389, 2.305, -0.983], [1.280, 1.687, 1.187], [1.696, 1.403, -0.104], [-0.567, -0.145, 2.536], [-1.748, 1.663, 1.363], [0.475, 0.570, -0.637], [-1.826, -0.353, 0.553], [0.208, -0.514, -0.063], [-0.534, -0.657, -0.006], [-0.898, -0.210, 2.649], [0.638, 0.026, 0.496], [0.700, 0.088, -1.443]], "orbital_gap_ev": 6.9, "e_above_lowest_kcal_mol": 196.30}

***

{"formula": "C3H4O3", "method": "wB97M-V/def2-TZVPD", "symbols": ["O", "C", "C", "O", "C", "O", "H", "H", "H", "H"], "xyz": [[-1.14059, -1.43532, 0.34030], [-0.37898, -0.48859, -0.30975], [0.01031, 1.26942, 0.19609], [1.24193, 0.95298, -0.43511], [1.04708, -0.36769, 0.05979], [1.70108, -0.94532, 0.87152], [-1.61693, -2.02272, -0.26826], [-0.49939, -0.55910, -1.41723], [0.28369, 1.60435, 1.23705], [-0.64820, 1.99199, -0.27440]], "atomic_forces_ev_per_a": [[0.074, 0.279, 0.186], [0.175, 0.467, 0.319], [-0.571, -0.733, -0.397], [0.300, -0.272, 0.212], [0.411, -0.426, 0.720], [0.255, 0.247, -0.903], [0.255, 0.575, 0.121], [-0.119, 0.969, 0.842], [-1.059, -1.128, -0.595], [0.280, 0.022, -0.506]], "orbital_gap_ev": 10.7, "e_above_lowest_kcal_mol": 72.14}

***

{"formula": "CaIO4P", "method": "wB97M-V/def2-TZVPD", "symbols": ["Ca", "I", "P", "O", "O", "O", "O"], "xyz": [[-0.10069, -2.01505, -1.03793], [-0.03151, -4.91017, -1.75038], [0.01465, 1.38303, 0.52203], [-1.24731, 1.52346, 1.42359], [0.34133, 2.75298, -0.08261], [-0.09311, 0.31743, -0.61977], [1.11665, 0.94832, 1.54506]], "atomic_forces_ev_per_a": [[0.195, 3.498, 1.161], [-0.026, 0.032, -0.050], [0.576, 3.052, 3.641], [-0.604, -0.946, -1.125], [0.042, -0.347, -0.835], [-0.545, -4.173, -1.851], [0.363, -1.115, -0.941]], "charge": -2, "orbital_gap_ev": 2.3, "e_above_lowest_kcal_mol": 69.75}

***

{"formula": "C5H10O2", "method": "wB97M-V/def2-TZVPD", "symbols": ["C", "O", "C", "C", "O", "C", "C", "H", "H", "H", "H", "H", "H", "H", "H", "H", "H"], "xyz": [[2.13665, 1.16675, -0.37009], [0.86744, 0.85363, 0.16017], [0.12095, -0.75072, -0.49359], [0.32140, -1.40481, 0.74698], [-1.07999, -1.39849, 1.09812], [-1.34864, -0.74592, -0.15836], [-2.12320, 0.54227, -0.02690], [2.76768, 0.26784, -0.48195], [2.02971, 1.63903, -1.35333], [2.64904, 1.87031, 0.29450], [0.62017, -0.74499, -1.45645], [0.87987, -0.07271, 0.94852], [0.92248, -2.27591, 0.98754], [-1.84603, -1.45304, -0.83980], [-2.32221, 0.96913, -1.01537], [-3.07871, 0.34545, 0.46974], [-1.54922, 1.26142, 0.56068]], "atomic_forces_ev_per_a": [[0.206, 0.107, -0.080], [0.054, 0.046, 0.194], [0.046, -0.139, 0.053], [0.182, -0.385, -0.098], [-0.031, -0.048, 0.119], [-0.182, 0.155, -0.239], [0.013, 0.024, 0.004], [-0.104, 0.118, 0.048], [-0.004, -0.058, 0.145], [-0.022, -0.094, -0.116], [-0.082, -0.018, 0.144], [-0.042, 0.302, -0.232], [-0.113, 0.068, -0.026], [0.025, 0.043, 0.121], [0.025, -0.046, 0.120], [0.133, 0.007, -0.087], [-0.105, -0.084, -0.070]], "orbital_gap_ev": 8.8, "e_above_lowest_kcal_mol": 136.53}

***

{"formula": "C16H30IrN2OP2", "method": "wB97M-V/def2-TZVPD", "symbols": ["Ir", "P", "P", "N", "H", "C", "H", "H", "H", "C", "H", "H", "H", "C", "H", "H", "H", "C", "H", "H", "H", "C", "H", "H", "H", "C", "H", "H", "H", "C", "C", "C", "C", "C", "C", "H", "H", "H", "H", "H", "C", "O", "C", "H", "H", "H", "C", "H", "H", "H", "N", "C"], "xyz": [[0.07771, 0.20209, 0.07288], [-1.40852, 0.41484, -1.84096], [1.34796, -0.43238, 2.18740], [1.22975, -0.80066, -0.93355], [0.46958, 1.77367, -0.22718], [-1.37966, 2.01220, -2.75580], [-2.06095, 1.95821, -3.62270], [-0.35928, 2.20363, -3.10824], [-1.68869, 2.83292, -2.09904], [-3.21405, 0.13988, -1.65443], [-3.73286, 0.34451, -2.60455], [-3.61326, 0.78377, -0.86323], [-3.37019, -0.90410, -1.36022], [-1.04971, -0.76099, -3.20789], [-1.74962, -0.59795, -4.04504], [-1.15709, -1.78808, -2.83836], [-0.02232, -0.61246, -3.55921], [2.50449, 0.83182, 2.87622], [3.10056, 0.41108, 3.70430], [1.92339, 1.70803, 3.20866], [3.21041, 1.13713, 2.09460], [0.25417, -0.88507, 3.60085], [0.85399, -1.03907, 4.50959], [-0.27348, -1.81148, 3.34388], [-0.47123, -0.07016, 3.75955], [2.45089, -1.86424, 1.93384], [3.01739, -2.06529, 2.85565], [3.13847, -1.62008, 1.11631], [1.83971, -2.73228, 1.66062], [2.03186, -1.49868, -1.71193], [3.90065, -1.63210, -3.26498], [3.04987, -0.85735, -2.49260], [1.88786, -2.92097, -1.78222], [2.76060, -3.65666, -2.56568], [3.76233, -3.02202, -3.30289], [4.67990, -1.14367, -3.84065], [3.12969, 0.23033, -2.42873], [1.09077, -3.37331, -1.18882], [2.64941, -4.73540, -2.59297], [4.43696, -3.61515, -3.91520], [-2.61117, 1.55495, 1.41337], [-2.14831, 0.46097, 0.99666], [-2.49509, 2.88184, 0.69329], [-2.68524, 3.64468, 1.45606], [-3.14750, 2.97152, -0.17318], [-1.49052, 3.07246, 0.30483], [-3.34796, 1.66750, 2.72534], [-2.77848, 2.41955, 3.29265], [-3.35259, 0.72170, 3.28216], [-4.37702, 2.02492, 2.58019], [-0.23882, 2.27538, 2.36823], [0.04826, 1.70539, 1.37794]], "atomic_forces_ev_per_a": [[-3.071, -0.158, 0.332], [-0.691, -0.153, -1.249], [0.763, -0.257, 0.786], [2.984, -0.869, -1.449], [1.006, 1.304, -1.603], [-0.075, -0.082, -0.170], [0.183, 0.061, 0.240], [-0.221, -0.010, 0.141], [0.120, -0.179, -0.156], [-0.063, 0.098, -0.073], [0.143, -0.114, 0.261], [0.034, -0.233, -0.326], [-0.042, 0.209, -0.013], [-0.115, 0.142, -0.087], [0.250, -0.079, 0.267], [0.081, 0.201, -0.100], [-0.181, -0.094, 0.066], [0.105, -0.202, 0.421], [-0.241, 0.177, -0.116], [0.380, -0.452, -0.112], [-0.247, -0.022, 0.039], [0.349, 0.108, -0.118], [-0.223, 0.019, -0.159], [0.049, 0.229, 0.071], [0.297, -0.319, -0.092], [-0.029, -0.012, 0.488], [-0.068, -0.161, -0.305], [-0.125, -0.129, 0.149], [0.235, 0.102, 0.003], [-0.013, -0.433, -0.252], [-0.236, 0.288, 0.187], [-0.130, -0.284, 0.145], [0.323, 0.235, -0.125], [-0.365, 0.080, 0.257], [0.110, -0.098, -0.111], [-0.043, -0.098, 0.014], [0.031, -0.367, -0.057], [0.279, 0.036, -0.208], [0.101, 0.060, -0.092], [-0.102, 0.107, 0.111], [0.066, -1.767, -0.464], [-2.113, 2.271, 1.202], [0.552, 0.119, 0.121], [-0.153, 0.128, -0.544], [-0.518, -0.076, 0.177], [-0.217, -0.252, 0.146], [0.404, -0.353, 0.122], [-0.302, -0.155, 0.056], [-0.017, 0.232, -0.280], [0.278, 0.003, -0.026], [0.884, 0.065, -1.363], [-0.404, 1.134, 3.849]], "multiplicity": 6, "orbital_gap_ev": [4.1, 6.7], "e_above_lowest_kcal_mol": 27.45}

***

Values for largest force on an atom, hartree/bohr, ordered as above
0.1985; 0.1253; 0.0322; 0.0931; 0.0085; 0.0784
Values for energy, eV, ordered as above
-69204.68057; -8925.49867; -9315.57218; -44020.85208; -9437.12233; -43515.32342